{"formula": "C49H64N4O4P2Ti", "method": "wB97M-V/def2-TZVPD", "homo_lumo_gap_ha": [0.1260, 0.1259], "charge": -2, "species": ["Ti", "N", "C", "C", "C", "C", "C", "C", "C", "C", "C", "C", "C", "C", "H", "H", "H", "H", "H", "H", "H", "H", "H", "H", "O", "C", "C", "C", "C", "C", "C", "C", "O", "N", "O", "O", "H", "H", "H", "H", "C", "C", "C", "C", "C", "C", "C", "C", "N", "H", "H", "H", "H", "H", "H", "H", "H", "H", "C", "C", "N", "H", "H", "H", "C", "C", "P", "C", "C", "C", "C", "H", "H", "H", "H", "H", "H", "H", "H", "H", "H", "H", "H", "H", "H", "H", "C", "C", "C", "C", "P", "C", "C", "C", "C", "C", "C", "C", "C", "C", "C", "H", "H", "H", "H", "H", "H", "H", "H", "H", "H", "H", "H", "H", "H", "H", "H", "H", "H", "H", "H", "H", "H", "H"], "xyz": [[0.3683, 0.2202, 0.0583], [2.1012, -3.3216, -0.5189], [1.0037, -4.0269, -0.0657], [0.4824, -5.0762, -0.8291], [-0.6089, -5.8136, -0.3886], [-1.2040, -5.5178, 0.8267], [-0.6662, -4.4920, 1.6042], [0.4213, -3.7395, 1.1929], [1.0713, -2.7284, 2.0822], [1.6295, -3.2711, 3.2465], [2.4547, -2.5133, 4.0613], [2.7389, -1.2117, 3.6778], [2.1270, -0.6678, 2.5547], [1.2305, -1.3679, 1.7187], [2.1146, -3.2041, -1.5265], [2.2120, -2.4142, -0.0691], [0.9520, -5.3082, -1.7797], [-0.9923, -6.6212, -1.0045], [-2.0610, -6.0800, 1.1770], [-1.1119, -4.2576, 2.5649], [1.4511, -4.3178, 3.4774], [2.8977, -2.9472, 4.9520], [3.4161, -0.6007, 4.2669], [2.3477, 0.3707, 2.3448], [1.9295, 0.0118, -0.8849], [3.0714, 0.7563, -0.7448], [3.2031, 1.8483, 0.0886], [4.4166, 2.6091, 0.1324], [4.5518, 3.7023, 0.9567], [3.5533, 4.1608, 1.8176], [2.3644, 3.4277, 1.8012], [2.1664, 2.3289, 0.9852], [1.0027, 1.6647, 1.0573], [5.8257, 4.4252, 0.9307], [5.9629, 5.4037, 1.6713], [6.7189, 4.0468, 0.1694], [3.9060, 0.4284, -1.3562], [5.2441, 2.3221, -0.5006], [3.7014, 5.0170, 2.4538], [1.5452, 3.7005, 2.4582], [-3.2663, 0.2015, -2.3547], [-2.4547, 1.3721, -2.8429], [-2.9000, 2.0952, -3.9397], [-2.1978, 3.1828, -4.4399], [-1.0125, 3.5441, -3.7982], [-0.5249, 2.8518, -2.7060], [0.7644, 3.2526, -2.0557], [-1.2300, 1.7126, -2.1834], [-0.7383, 1.0460, -1.1387], [-4.2949, 0.4944, -2.1179], [-2.8095, -0.2018, -1.4526], [-3.3232, -0.5943, -3.1063], [-3.8317, 1.7929, -4.4146], [-2.5591, 3.7353, -5.2991], [-0.4405, 4.3925, -4.1655], [1.2126, 4.1052, -2.5714], [1.4915, 2.4314, -2.0414], [0.6236, 3.5191, -1.0046], [-2.3283, -3.2604, -1.9716], [-1.4549, -2.3622, -1.2381], [-0.7771, -1.6366, -0.6647], [-3.3496, -3.1393, -1.6126], [-2.0010, -4.2858, -1.8172], [-2.2907, -3.0049, -3.0299], [1.0668, 0.7394, -5.4781], [0.5883, -0.0462, -4.2644], [1.4153, -1.6282, -3.8556], [1.3897, -2.5919, -5.4415], [2.1664, -3.8984, -5.3077], [3.1867, -1.0799, -3.8382], [4.0909, -1.9162, -2.9368], [0.5268, 1.6862, -5.5363], [0.8952, 0.1956, -6.4111], [2.1321, 0.9672, -5.4133], [-0.4887, -0.2311, -4.3290], [0.7085, 0.5369, -3.3483], [1.7806, -2.0041, -6.2786], [0.3395, -2.8054, -5.6672], [1.8212, -4.4677, -4.4412], [2.0552, -4.5292, -6.1933], [3.2319, -3.7099, -5.1680], [3.1742, -0.0527, -3.4639], [3.5746, -1.0438, -4.8627], [3.7481, -1.8631, -1.9045], [5.1178, -1.5432, -2.9622], [4.1111, -2.9689, -3.2287], [-3.8280, -0.1108, 4.1219], [-3.1926, -0.3782, 2.7567], [-2.4941, -1.7454, 2.7954], [-4.2930, -0.4625, 1.6956], [-1.8735, 0.8726, 2.2136], [-1.0674, 1.2055, 3.8423], [-0.2900, 0.1723, 4.3737], [0.3102, 0.2833, 5.6197], [0.1858, 1.4495, 6.3575], [-0.5403, 2.5048, 5.8276], [-1.1606, 2.3811, 4.5933], [-2.7476, 2.4806, 1.7519], [-3.4113, 2.3046, 0.3763], [-3.8195, 3.0019, 2.7178], [-1.6226, 3.5078, 1.5234], [-4.5414, -0.9113, 4.3515], [-4.3690, 0.8351, 4.1449], [-3.0766, -0.0915, 4.9122], [-3.2479, -2.5352, 2.8919], [-1.8172, -1.8343, 3.6461], [-1.9133, -1.9317, 1.8896], [-4.9083, -1.3458, 1.8979], [-3.8818, -0.5590, 0.6884], [-4.9477, 0.4077, 1.7156], [-0.1043, -0.7205, 3.7931], [0.9130, -0.5387, 5.9826], [0.6735, 1.5472, 7.3201], [-0.6223, 3.4395, 6.3705], [-1.7101, 3.2308, 4.2225], [-4.3698, 1.7894, 0.4251], [-2.7431, 1.7753, -0.2970], [-3.5910, 3.2948, -0.0545], [-4.7240, 2.3941, 2.6544], [-4.0954, 4.0203, 2.4224], [-3.5163, 3.0262, 3.7618], [-0.9916, 3.1775, 0.6972], [-0.9671, 3.6626, 2.3773], [-2.0823, 4.4651, 1.2567]], "atomic_forces_ev_per_a": [[0.038, 0.074, -0.759], [-0.012, 0.158, -0.100], [-0.107, -0.020, 0.085], [-0.008, -0.006, 0.000], [0.055, -0.042, 0.007], [0.001, -0.002, 0.027], [-0.024, -0.001, 0.026], [0.051, 0.001, -0.102], [0.002, 0.010, -0.021], [0.020, -0.013, -0.039], [0.029, 0.003, 0.052], [0.029, 0.009, 0.019], [0.004, -0.069, 0.058], [-0.074, 0.201, -0.045], [-0.052, -0.051, 0.137], [-0.048, -0.042, -0.025], [-0.002, 0.003, -0.003], [0.002, 0.004, 0.001], [-0.005, -0.010, 0.006], [0.011, -0.012, 0.008], [0.002, 0.002, 0.010], [-0.005, 0.006, 0.001], [0.008, -0.007, 0.001], [0.000, -0.010, 0.000], [-0.251, 0.016, 0.231], [0.022, -0.017, -0.076], [0.186, 0.082, 0.049], [-0.102, -0.113, -0.053], [0.233, 0.164, 0.046], [-0.098, -0.078, -0.021], [0.061, 0.058, 0.022], [-0.029, -0.054, 0.019], [0.034, -0.028, 0.104], [0.237, 0.214, -0.042], [0.039, -0.537, -0.430], [-0.405, 0.269, 0.462], [0.018, 0.040, -0.002], [0.005, 0.002, 0.003], [0.015, 0.001, -0.007], [-0.009, 0.004, 0.002], [-0.042, 0.010, 0.039], [0.019, -0.010, -0.002], [-0.014, 0.012, 0.007], [0.007, 0.003, -0.007], [0.016, 0.002, -0.018], [0.034, 0.017, -0.012], [0.021, -0.012, 0.001], [-0.058, 0.076, -0.074], [0.181, -0.168, 0.364], [-0.005, 0.000, -0.024], [0.017, -0.011, 0.022], [0.027, -0.043, -0.007], [-0.007, 0.002, -0.003], [-0.006, 0.007, -0.004], [-0.001, 0.008, -0.006], [-0.001, 0.005, 0.000], [-0.031, 0.027, -0.022], [-0.009, -0.014, -0.002], [-0.029, 0.035, -0.049], [0.322, 0.267, 0.311], [-0.328, -0.402, -0.244], [-0.009, 0.008, -0.002], [-0.012, 0.031, -0.018], [0.005, 0.002, -0.018], [-0.007, 0.011, -0.015], [-0.117, -0.065, -0.026], [0.203, -0.267, 0.223], [-0.110, 0.169, -0.117], [-0.005, -0.032, -0.011], [-0.029, 0.058, -0.022], [0.013, 0.013, -0.012], [-0.009, 0.007, 0.002], [0.000, -0.008, -0.001], [0.019, 0.004, 0.006], [0.010, -0.004, -0.008], [0.027, 0.032, 0.016], [0.017, 0.013, 0.012], [-0.002, -0.002, -0.001], [0.001, -0.009, 0.002], [0.001, 0.001, -0.009], [0.005, 0.006, -0.011], [-0.007, 0.001, 0.027], [0.005, -0.005, 0.002], [0.045, 0.044, 0.001], [0.001, -0.007, 0.004], [-0.005, -0.010, 0.002], [-0.011, -0.007, -0.005], [-0.008, -0.040, 0.038], [0.032, -0.002, 0.032], [0.000, -0.023, 0.005], [0.102, 0.060, -0.009], [-0.038, 0.020, 0.071], [-0.003, 0.024, -0.021], [0.020, 0.022, -0.001], [-0.001, -0.017, -0.003], [0.001, 0.026, 0.024], [-0.022, -0.023, -0.020], [-0.068, -0.052, 0.043], [-0.018, 0.062, -0.009], [-0.016, 0.025, 0.000], [0.002, -0.012, -0.013], [-0.003, -0.016, 0.004], [0.002, -0.014, 0.008], [-0.009, -0.005, 0.004], [-0.025, -0.001, 0.012], [-0.014, -0.004, -0.044], [-0.026, 0.003, 0.005], [-0.005, -0.015, -0.002], [0.014, 0.002, -0.012], [0.000, -0.033, 0.015], [-0.040, 0.010, 0.006], [0.014, -0.016, 0.008], [0.001, -0.004, 0.003], [-0.001, -0.006, 0.007], [0.053, -0.017, -0.001], [0.055, 0.029, -0.011], [0.019, -0.030, -0.030], [-0.010, 0.017, 0.008], [-0.001, 0.001, 0.000], [0.000, 0.010, -0.019], [-0.043, 0.011, -0.011], [0.016, -0.008, -0.026], [-0.017, -0.003, 0.012], [0.020, 0.013, -0.016]]}


{"formula": "C16H32Cl16", "method": "wB97M-V/def2-TZVPD", "homo_lumo_gap_ha": [0.3642, 0.0788], "charge": 1, "multiplicity": 2, "species": ["Cl", "C", "C", "Cl", "H", "H", "H", "H", "Cl", "C", "C", "Cl", "H", "H", "H", "H", "Cl", "C", "C", "Cl", "H", "H", "H", "H", "Cl", "C", "C", "Cl", "H", "H", "H", "H", "Cl", "C", "C", "Cl", "H", "H", "H", "H", "Cl", "C", "C", "Cl", "H", "H", "H", "H", "Cl", "C", "C", "Cl", "H", "H", "H", "H", "Cl", "C", "C", "Cl", "H", "H", "H", "H"], "xyz": [[-3.9167, 0.3851, 1.9182], [-4.8337, 1.7204, 2.6622], [-6.2843, 1.6534, 2.0826], [-7.0982, 2.7619, 3.1547], [-4.3418, 2.6623, 2.4193], [-4.6578, 1.5819, 3.7289], [-6.7409, 0.7122, 2.3889], [-6.4298, 1.8895, 1.0285], [-3.0204, 5.9054, -2.8591], [-2.0721, 4.5459, -2.2144], [-2.1414, 4.1975, -0.6762], [-3.7482, 4.2773, 0.1150], [-1.0200, 4.5902, -2.4960], [-2.5051, 3.6886, -2.7298], [-1.5873, 4.8921, -0.0448], [-1.8185, 3.1581, -0.6181], [4.9585, 2.8371, 0.3226], [3.9951, 2.7216, -1.1585], [4.4204, 1.4911, -2.0197], [6.0697, 1.7160, -2.6125], [4.1547, 3.7048, -1.6012], [2.9598, 2.7626, -0.8200], [3.8344, 1.6863, -2.9178], [4.2773, 0.5586, -1.4738], [-0.3338, -1.6118, 0.9854], [-0.6395, 0.0686, 0.9100], [0.7160, 0.7413, 1.1450], [0.6293, 2.5296, 1.0409], [-1.2280, 0.2011, 1.8179], [-1.0889, 0.3639, -0.0381], [1.5683, 0.3809, 0.5689], [1.1318, 0.4474, 2.1087], [6.2491, -3.5400, 3.6001], [5.9724, -2.4809, 2.2091], [4.9760, -1.3322, 2.5986], [4.1044, -0.9054, 1.1142], [5.5785, -3.1231, 1.4214], [6.8748, -1.9316, 1.9409], [5.5226, -0.4835, 3.0096], [4.2805, -1.6666, 3.3684], [2.7457, -4.5639, 4.4225], [1.4899, -4.0241, 3.3054], [1.5318, -4.5755, 1.7972], [2.9387, -3.7690, 1.0498], [1.4942, -2.9349, 3.2660], [0.5641, -4.2791, 3.8212], [0.5773, -4.1681, 1.4638], [1.5563, -5.6570, 1.6637], [-2.3832, 0.1864, -2.4424], [-4.0893, 0.4099, -2.4095], [-4.8019, -0.5327, -3.3460], [-6.5023, -0.0546, -3.2804], [-4.2790, 1.4735, -2.5534], [-4.3919, 0.1743, -1.3892], [-4.7750, -1.6096, -3.1797], [-4.5427, -0.3890, -4.3949], [-0.1014, -2.4027, -4.5414], [0.6918, -3.0569, -3.0486], [0.8700, -1.9957, -1.9934], [1.4120, -0.3714, -2.4924], [1.6584, -3.4408, -3.3750], [0.1559, -3.9809, -2.8314], [1.5641, -2.3718, -1.2418], [-0.1502, -1.8236, -1.6503]], "atomic_forces_ev_per_a": [[0.498, -0.356, -0.438], [-0.045, -0.064, -1.180], [1.144, -0.598, 2.120], [-1.178, 1.413, 0.336], [-0.125, -0.097, -0.324], [-1.025, -0.097, -0.055], [0.309, -0.243, -0.734], [0.353, 0.045, 0.229], [0.434, 0.123, 0.515], [-0.832, -1.181, 0.921], [-0.246, 0.905, -0.862], [-0.203, -0.174, -0.525], [-0.090, 0.395, 0.011], [0.164, -0.060, -0.005], [0.479, -0.322, -0.374], [0.246, 0.234, 0.284], [0.128, -0.471, 0.439], [0.103, -0.204, 0.529], [-0.402, 2.411, -0.085], [0.242, -0.323, 0.335], [0.320, -0.240, -0.675], [-0.124, -0.598, -0.144], [-0.408, -1.002, 0.072], [-0.016, 0.071, -0.392], [0.266, -2.370, -0.114], [0.981, 1.639, 0.814], [0.719, -0.156, 0.466], [0.068, -0.399, -0.009], [-0.439, 0.806, -0.654], [-0.218, -0.081, 0.293], [-0.605, 0.182, -1.137], [-0.680, 0.440, 0.606], [0.086, 0.335, -0.038], [-0.343, 0.856, 0.381], [0.502, -1.419, 0.422], [-0.104, 0.662, 0.124], [0.195, 0.347, -0.009], [0.227, -0.726, -0.235], [-0.087, 0.195, -0.373], [-0.343, 0.058, -0.296], [0.410, -0.059, -0.261], [-0.485, -0.641, -0.764], [-0.528, 1.333, 2.872], [-0.224, -0.419, -0.538], [0.232, -0.064, -0.173], [-0.157, -0.279, -0.487], [0.316, -0.053, -0.864], [0.375, 0.199, 0.131], [1.983, -0.238, -0.228], [-0.988, -0.376, 1.089], [-0.468, 0.436, -1.224], [-0.845, 0.014, 0.115], [-0.304, -0.268, -0.460], [-0.169, 0.104, 0.005], [0.431, 0.265, 0.629], [0.409, 0.129, 0.148], [0.093, -0.196, 0.479], [1.267, -0.092, -2.129], [-1.479, -0.627, 0.137], [0.352, -0.224, -0.223], [0.151, 0.266, -0.210], [-0.390, 0.551, 0.880], [-0.332, 0.198, 0.177], [0.398, 0.108, 0.661]]}


Going through the records in order, we get relative energy (zero: lowest compared OMol25 entry of this formula, charge and spin) values of 1.5; 27.1 kcal per mole.
Going through the records in order, we get total energy values of -3957.72068; -7991.49319 a.u..
Going through the records in order, we get strongest force on any atom values of 0.76; 3.21 eV Å⁻¹.